Record 1
{"formula": "C12H27MnN6O2S5", "method": "ωB97M-V with the def2-TZVPD basis set", "species": ["Mn", "N", "C", "C", "N", "C", "C", "N", "C", "C", "N", "H", "H", "H", "H", "H", "H", "H", "H", "H", "H", "H", "H", "H", "H", "H", "H", "H", "H", "C", "O", "C", "O", "N", "N", "H", "H", "H", "H", "H", "H", "C", "S", "C", "C", "S", "S", "C", "S", "S", "H", "H", "H"], "coordinates": [[-0.0140, 0.3386, -0.6195], [-1.9683, -0.0304, 0.5573], [-2.4334, 1.1117, 1.3695], [-1.2358, 1.7897, 2.0156], [-0.2389, 2.2100, 1.0197], [1.0718, 2.4329, 1.6553], [1.8774, 1.1503, 1.7304], [2.0292, 0.5964, 0.3766], [-0.6760, 3.4027, 0.2829], [0.0182, 3.5047, -1.0677], [-0.2559, 2.2881, -1.8513], [-2.7497, -0.4277, 0.0457], [-1.6602, -0.7793, 1.1786], [-3.1280, 0.8021, 2.1533], [-2.9725, 1.8003, 0.7182], [-0.7548, 1.0711, 2.6849], [-1.5666, 2.6367, 2.6295], [0.9506, 2.8669, 2.6547], [1.6259, 3.1643, 1.0639], [1.3565, 0.4018, 2.3302], [2.8355, 1.3496, 2.2156], [2.2999, -0.3822, 0.4280], [2.7473, 1.0825, -0.1501], [-0.5036, 4.3164, 0.8654], [-1.7515, 3.3384, 0.1103], [1.0982, 3.5806, -0.9381], [-0.3045, 4.4142, -1.5776], [0.4399, 2.1495, -2.5765], [-1.1505, 2.3718, -2.3227], [3.2088, -1.3797, -3.8752], [1.7963, -1.6198, -4.0272], [1.0038, -0.9397, -3.2278], [1.3879, -0.1000, -2.4181], [-0.3011, -1.2410, -3.4572], [-1.2489, -0.8072, -2.5221], [3.6878, -2.0257, -4.6015], [3.5240, -1.6403, -2.8675], [3.4372, -0.3370, -4.0821], [-0.4759, -2.1014, -3.9570], [-1.5380, -1.5976, -1.9475], [-2.0498, -0.4419, -3.0248], [1.3911, -3.0754, 3.2636], [-0.0807, -2.0235, 3.2736], [-1.0571, -2.8010, 2.0436], [-0.7748, -2.8714, 0.7243], [0.5746, -2.2192, -0.1622], [-2.0139, -3.6477, -0.2426], [-3.2099, -3.9041, 1.0069], [-4.6977, -4.4947, 0.7184], [-2.5971, -3.4704, 2.5684], [2.0788, -2.6560, 3.9959], [1.8473, -3.0709, 2.2763], [1.1211, -4.0858, 3.5598]], "forces_ev_per_angstrom": [[-0.002, -0.115, 0.041], [-0.036, 0.202, 0.037], [0.099, -0.024, -0.019], [-0.010, -0.071, -0.048], [0.011, 0.029, 0.000], [-0.051, 0.037, 0.028], [-0.002, -0.016, -0.020], [0.022, -0.023, 0.023], [0.039, 0.030, -0.061], [0.034, -0.041, 0.103], [-0.047, -0.054, -0.021], [-0.020, -0.012, -0.025], [0.008, -0.018, -0.011], [-0.007, -0.013, 0.000], [-0.008, -0.015, 0.002], [-0.010, 0.012, -0.003], [-0.007, 0.006, 0.000], [0.003, 0.007, -0.005], [0.003, -0.011, -0.005], [-0.028, -0.017, -0.007], [0.010, -0.004, 0.000], [0.038, 0.016, -0.004], [-0.004, 0.038, 0.001], [-0.001, -0.003, 0.000], [0.007, -0.013, 0.019], [0.002, -0.005, 0.002], [-0.010, -0.004, -0.012], [-0.009, 0.056, -0.033], [-0.009, -0.032, 0.007], [0.044, -0.004, -0.008], [0.047, -0.052, -0.024], [-0.039, 0.137, 0.040], [-0.066, 0.013, 0.011], [0.075, -0.122, -0.021], [0.017, 0.068, 0.045], [-0.009, -0.006, -0.007], [-0.018, -0.006, 0.004], [-0.011, 0.001, -0.003], [-0.015, 0.005, -0.021], [-0.027, -0.017, -0.003], [-0.018, 0.006, 0.013], [-0.001, -0.018, -0.012], [0.055, 0.065, 0.052], [-0.050, -0.087, -0.051], [0.007, 0.032, -0.083], [-0.040, 0.017, 0.063], [-0.010, -0.014, 0.028], [-0.009, 0.034, -0.069], [0.003, -0.021, 0.013], [0.038, 0.028, 0.028], [-0.005, 0.006, 0.008], [0.001, -0.007, 0.009], [0.013, -0.002, -0.002]], "homo_lumo_gap_ev": [7.329, 7.443], "homo_ev": [-9.866, -9.982], "de_lowest_kcal_mol": 0.00, "s_squared": 8.753, "multiplicity": 6, "lumo_energy_ev": [-2.5, -2.5], "charge": 1, "e_tot_ev": -111411.8374, "largest_force_ev_per_a": 0.2}

Record 2
{"formula": "C40H31O7S3TeW", "method": "ωB97M-V with the def2-TZVPD basis set", "species": ["W", "O", "C", "O", "C", "O", "O", "C", "C", "C", "C", "C", "C", "C", "S", "O", "C", "C", "C", "C", "C", "C", "C", "C", "C", "C", "C", "C", "C", "C", "C", "C", "C", "C", "C", "C", "S", "O", "C", "C", "C", "C", "C", "C", "C", "H", "H", "H", "H", "H", "H", "H", "H", "H", "H", "H", "H", "H", "H", "H", "H", "H", "H", "H", "H", "H", "H", "H", "H", "H", "H", "O", "H", "H", "Te", "C", "C", "C", "C", "S", "H", "H", "H"], "coordinates": [[0.3003, -0.5484, 0.7177], [1.5472, -2.5490, 0.5517], [0.2738, -2.6656, 0.4937], [-0.3413, -2.1834, 1.6310], [-0.4870, -2.2764, -0.8596], [-0.2548, -2.7418, -1.9361], [-1.2037, -1.1773, -0.5938], [7.9032, -0.6330, 1.1266], [6.5724, -0.7232, 0.4408], [5.4335, -0.2062, 1.0499], [4.1927, -0.2604, 0.4384], [4.1111, -0.8528, -0.8089], [5.2183, -1.4076, -1.4382], [6.4500, -1.3283, -0.8076], [2.6164, -0.9354, -1.7491], [1.5422, -0.2725, -0.8549], [2.7373, 0.3802, -2.9228], [2.7076, -0.0413, -4.2682], [2.6634, 0.8929, -5.2592], [2.6393, 2.2704, -4.9398], [2.5743, 3.2509, -5.9632], [2.5795, 4.5773, -5.6556], [2.6553, 4.9926, -4.3057], [2.7049, 4.0745, -3.3006], [2.6861, 2.6823, -3.5862], [2.7129, 1.7054, -2.5464], [2.8732, 2.1958, -1.1338], [4.2248, 2.4951, -0.7473], [5.3339, 2.1977, -1.5872], [6.6112, 2.4334, -1.1732], [6.8670, 2.9928, 0.0978], [5.8272, 3.2965, 0.9237], [4.4905, 3.0505, 0.5258], [3.4089, 3.3403, 1.3892], [2.1357, 3.0548, 1.0142], [1.8562, 2.4601, -0.2416], [0.1231, 2.0681, -0.3936], [1.2277, 0.3768, 1.8884], [-0.1747, 2.1089, -2.1458], [-0.2843, 3.3728, -2.7190], [-0.4938, 3.4968, -4.0808], [-0.6136, 2.3675, -4.8883], [-0.8012, 2.5058, -6.3704], [-0.5388, 1.1141, -4.2880], [-0.3225, 0.9732, -2.9265], [8.1206, 0.3959, 1.4168], [8.7065, -0.9830, 0.4809], [7.9128, -1.2374, 2.0349], [5.5157, 0.2650, 2.0217], [3.3277, 0.1718, 0.9147], [5.1373, -1.8875, -2.4060], [7.3220, -1.7473, -1.2922], [2.6839, -1.0972, -4.5043], [2.6277, 0.5910, -6.2977], [2.5341, 2.9226, -6.9941], [2.5381, 5.3201, -6.4408], [2.6724, 6.0486, -4.0724], [2.7569, 4.4050, -2.2723], [5.1707, 1.7615, -2.5627], [7.4375, 2.1892, -1.8273], [7.8849, 3.1818, 0.4105], [6.0065, 3.7269, 1.9011], [3.6052, 3.7845, 2.3564], [1.3140, 3.2698, 1.6851], [-0.1877, 4.2580, -2.1026], [-0.5599, 4.4826, -4.5242], [-1.5159, 3.2949, -6.6042], [-1.1565, 1.5786, -6.8159], [0.1428, 2.7701, -6.8518], [-0.6438, 0.2253, -4.8978], [-0.2674, -0.0134, -2.4907], [-2.7251, 1.4200, -0.4076], [-3.1575, 0.8203, -1.0272], [-3.2668, 2.2170, -0.3925], [-1.6060, 0.6254, 2.3498], [-3.3318, -0.4790, 2.2060], [-3.4023, -1.8118, 2.5335], [-4.7345, -2.2951, 2.5028], [-5.6298, -1.3277, 2.1561], [-4.8775, 0.1804, 1.8767], [-2.5457, -2.4220, 2.7759], [-5.0068, -3.3170, 2.7155], [-6.6951, -1.4262, 2.0274]], "forces_ev_per_angstrom": [[0.633, 1.793, 0.599], [0.125, -0.606, -0.192], [0.012, 1.309, 0.079], [0.058, -0.129, -0.786], [-0.481, 0.006, 0.322], [0.096, -0.287, 0.037], [0.556, -0.496, -0.101], [0.063, -0.014, 0.013], [0.038, -0.049, -0.051], [-0.118, -0.010, 0.098], [0.177, -0.064, -0.036], [0.095, -0.067, -0.273], [0.131, 0.046, 0.174], [-0.125, -0.010, -0.040], [0.042, -0.151, 0.024], [-0.540, -0.364, 0.610], [0.141, -0.016, -0.092], [-0.011, 0.089, -0.047], [0.021, 0.031, 0.046], [0.050, -0.079, -0.100], [0.079, -0.017, 0.061], [0.010, 0.045, 0.050], [0.018, -0.020, -0.022], [0.063, -0.010, -0.007], [0.084, 0.002, 0.078], [0.131, 0.031, -0.003], [0.071, 0.012, -0.156], [0.011, 0.084, -0.020], [-0.106, 0.040, -0.008], [0.037, 0.026, 0.038], [-0.002, -0.013, -0.044], [-0.024, 0.017, 0.005], [-0.035, 0.051, -0.009], [0.024, -0.018, -0.036], [-0.011, 0.000, 0.079], [0.155, 0.030, 0.045], [-0.122, -0.312, 0.113], [-0.074, -1.078, -0.414], [-0.200, 0.131, -0.042], [-0.096, -0.019, 0.068], [-0.078, -0.101, -0.021], [-0.048, 0.095, 0.058], [-0.053, -0.006, -0.051], [-0.031, 0.004, 0.007], [-0.085, -0.026, -0.018], [-0.019, 0.016, 0.005], [0.009, -0.003, 0.002], [-0.008, 0.002, 0.002], [0.011, -0.006, 0.017], [-0.093, 0.017, 0.069], [-0.057, -0.015, -0.027], [0.027, -0.003, 0.007], [0.021, -0.035, 0.040], [0.001, -0.008, -0.025], [0.024, -0.008, -0.016], [-0.003, 0.004, -0.019], [0.003, 0.018, 0.000], [0.005, -0.007, 0.024], [-0.032, 0.003, -0.028], [0.020, -0.004, -0.003], [0.027, 0.003, -0.009], [-0.011, 0.009, 0.014], [0.012, 0.013, 0.011], [-0.008, -0.014, -0.016], [-0.011, 0.002, 0.022], [-0.005, 0.013, 0.004], [0.000, 0.002, -0.005], [-0.018, -0.023, 0.000], [-0.048, -0.007, 0.012], [-0.012, -0.027, 0.001], [-0.070, 0.016, -0.014], [-0.037, 0.142, 0.100], [0.071, -0.107, 0.044], [-0.016, -0.006, -0.079], [-0.505, 0.382, -0.199], [0.258, -0.314, 0.118], [-0.212, -0.015, -0.145], [0.053, 0.053, -0.024], [0.026, 0.032, -0.007], [-0.065, -0.022, 0.092], [0.044, 0.043, -0.008], [-0.033, -0.018, 0.009], [-0.031, -0.010, 0.002]], "homo_lumo_gap_ev": [6.833, 5.617], "homo_ev": [-10.340, -10.827], "de_lowest_kcal_mol": 35.32, "s_squared": 2.020, "multiplicity": 3, "lumo_energy_ev": [-3.5, -5.2], "charge": 1, "e_tot_ev": -97933.7018, "largest_force_ev_per_a": 2.0}

Record 3
{"formula": "C4H5N2OS", "method": "ωB97M-V with the def2-TZVPD basis set", "species": ["C", "C", "C", "C", "N", "N", "O", "S", "H", "H", "H", "H", "H"], "coordinates": [[0.1407, -0.3808, 0.4127], [-1.0594, -0.7403, -0.1797], [-0.0417, 0.8962, -1.5810], [0.8120, -0.4400, 1.7528], [0.5634, 0.8163, -0.3855], [-1.1593, -0.0575, -1.4675], [-1.8999, -1.6643, 0.0880], [0.0744, 2.2817, -2.7152], [1.3191, 1.2508, -0.0388], [1.1501, -1.4546, 2.0524], [0.2188, -0.2492, 2.5585], [1.5800, 0.2758, 1.6891], [-1.6982, -0.5341, -2.1858]], "forces_ev_per_angstrom": [[-0.150, 2.791, -1.098], [-0.784, -2.591, -0.724], [-2.658, 0.703, 0.246], [-0.160, -2.489, -1.980], [-3.522, -4.600, -1.257], [3.072, 1.469, 1.413], [0.736, 1.218, -0.085], [0.135, -1.940, 1.030], [3.041, 2.490, 0.421], [0.549, 0.394, -0.696], [-2.074, 1.269, 2.214], [1.408, 0.574, 0.455], [0.406, 0.711, 0.061]], "homo_lumo_gap_ev": 6.537, "homo_ev": -2.781, "de_lowest_kcal_mol": 17.61, "multiplicity": 1, "smiles": "Cc1[nH]c(=S)[nH]c1[O-]", "lumo_energy_ev": 3.8, "charge": -1, "e_tot_ev": -20092.5111, "largest_force_ev_per_a": 5.9}

Record 4
{"formula": "C15H22N2O3", "method": "ωB97M-V with the def2-TZVPD basis set", "species": ["C", "H", "H", "H", "C", "C", "C", "C", "C", "C", "C", "N", "C", "O", "N", "H", "C", "C", "O", "O", "H", "H", "C", "C", "H", "H", "H", "H", "C", "C", "H", "H", "H", "H", "H", "H", "H", "H", "H", "H", "H", "H"], "coordinates": [[-2.6649, -2.4160, -1.3908], [-1.9683, -1.7044, -1.8245], [-3.5784, -2.4154, -1.9808], [-2.2246, -3.4099, -1.4304], [-2.9586, -2.0254, 0.0580], [-3.5924, -0.6660, 0.1435], [-4.9214, -0.5122, -0.2366], [-5.5679, 0.7051, -0.1452], [-4.8900, 1.8070, 0.3481], [-3.5680, 1.6792, 0.7257], [-2.9122, 0.4576, 0.6140], [-1.5617, 0.3720, 1.0383], [-0.5166, 0.1566, 0.1740], [-0.6397, -0.0806, -1.0066], [0.7135, 0.2828, 0.7847], [0.7492, 0.1476, 1.7861], [1.8862, -0.1998, 0.0879], [2.3915, -1.4459, 0.7907], [2.0463, -1.7785, 1.8954], [3.2566, -2.1498, 0.0624], [3.5446, -2.9413, 0.5463], [1.5666, -0.4697, -0.9262], [2.9706, 0.9025, -0.0006], [3.6543, 1.1008, 1.3507], [2.9158, 1.2098, 2.1411], [4.2906, 0.2508, 1.5899], [4.2685, 1.9968, 1.3394], [2.4348, 1.8218, -0.2604], [3.9708, 0.5952, -1.1185], [4.9303, 1.7492, -1.3883], [5.5471, 1.5240, -2.2549], [5.5897, 1.9213, -0.5420], [4.3787, 2.6647, -1.5901], [4.5406, -0.2997, -0.8651], [3.4126, 0.3833, -2.0326], [-1.3463, 0.8733, 1.8879], [-3.0273, 2.5334, 1.1097], [-5.3870, 2.7615, 0.4359], [-6.6010, 0.7936, -0.4468], [-5.4603, -1.3765, -0.5978], [-2.0302, -2.0411, 0.6302], [-3.6422, -2.7574, 0.4982]], "forces_ev_per_angstrom": [[0.060, -0.006, 0.094], [-0.010, -0.022, -0.081], [-0.098, -0.049, -0.085], [0.020, -0.117, -0.068], [0.072, -0.017, -0.190], [0.083, 0.001, 0.168], [0.030, 0.066, 0.002], [-0.071, 0.009, -0.029], [-0.041, 0.058, 0.047], [0.083, -0.037, -0.015], [-0.247, 0.001, -0.149], [-0.074, 0.094, 0.342], [0.243, 0.266, 0.284], [-0.186, -0.128, -0.314], [0.241, -0.074, 0.184], [-0.108, -0.098, -0.089], [-0.069, 0.313, -0.261], [-0.342, -0.074, 0.322], [0.035, -0.006, 0.112], [0.394, -0.196, -0.505], [-0.199, 0.221, 0.146], [0.087, 0.024, 0.199], [0.186, -0.364, -0.066], [-0.161, 0.131, -0.255], [-0.028, 0.041, 0.158], [0.106, -0.102, 0.069], [0.078, 0.057, 0.071], [-0.051, -0.110, -0.018], [0.019, 0.264, 0.089], [-0.108, -0.228, 0.004], [0.100, 0.057, -0.065], [0.100, 0.077, 0.064], [-0.016, 0.154, -0.030], [-0.029, -0.041, -0.059], [-0.017, -0.099, -0.032], [0.030, -0.087, -0.106], [0.068, 0.074, -0.008], [-0.033, 0.074, 0.010], [-0.086, 0.001, -0.022], [-0.051, -0.110, -0.043], [-0.078, -0.054, 0.064], [0.067, 0.035, 0.062]], "homo_lumo_gap_ev": 9.388, "homo_ev": -8.747, "de_lowest_kcal_mol": 0.00, "multiplicity": 1, "smiles": "CCc1ccccc1NC(=O)N[C@H](C(=O)O)[C@@H](C)CC", "lumo_energy_ev": 0.6, "charge": 0, "e_tot_ev": -25036.6149, "largest_force_ev_per_a": 0.7}